1.
C17H20BClN6Zr | ωB97M-V/def2-TZVPD

Each line ends with the Löwdin charge.
Atoms and positions in Å:
H (-1.41, 0.48, 2.95)  0.082
N (-0.54, -0.91, 1.58)  -0.072
B (0.14, -3.01, 0.32)  -0.446
N (-0.68, -2.27, 1.43)  -0.035
C (-1.50, -2.76, 2.38)  -0.018
Zr (1.01, 0.24, 0.15)  1.612
H (-1.70, -3.82, 2.41)  0.142
C (-1.92, -1.70, 3.17)  -0.012
H (-2.58, -1.74, 4.02)  0.115
C (-1.32, -0.55, 2.63)  -0.098
H (-0.07, -4.19, 0.35)  0.133
C (2.47, 1.44, -0.81)  -0.105
H (2.38, 2.53, -0.75)  0.079
H (1.79, 1.04, -1.61)  0.063
H (3.49, 1.16, -1.07)  0.083
N (1.64, -2.69, 0.61)  0.019
N (-0.23, -2.41, -1.08)  -0.013
N (2.10, -1.36, 0.65)  -0.194
N (-0.03, -1.06, -1.36)  -0.106
C (2.65, -3.51, 0.90)  0.011
C (-0.75, -3.01, -2.16)  -0.006
H (2.48, -4.58, 0.92)  0.155
H (-0.95, -4.07, -2.13)  0.149
C (3.81, -2.76, 1.12)  0.005
C (-0.92, -2.06, -3.16)  -0.007
C (3.45, -1.43, 0.96)  -0.069
C (-0.48, -0.85, -2.63)  -0.084
H (4.78, -3.14, 1.36)  0.125
H (-1.31, -2.24, -4.15)  0.119
H (4.04, -0.52, 1.03)  0.119
H (-0.46, 0.14, -3.08)  0.120
H (2.44, 1.01, 0.65)  0.111
Cl (-2.83, 2.92, 2.08)  0.775
C (-2.27, 3.34, 0.52)  -0.592
C (-3.10, 4.13, -0.28)  -0.066
C (-2.71, 4.46, -1.59)  -0.024
C (-1.50, 3.97, -2.09)  -0.059
C (-0.66, 3.21, -1.28)  -0.057
C (-0.98, 2.92, 0.07)  -0.301
C (-0.02, 2.24, 0.94)  -0.198
H (-4.04, 4.48, 0.11)  0.122
H (-3.35, 5.09, -2.20)  0.128
H (-1.20, 4.19, -3.11)  0.120
H (0.29, 2.86, -1.69)  0.083
H (0.93, 2.79, 1.01)  0.072
H (-0.39, 2.02, 1.94)  0.021

total charge	+2
energy above the lowest of the compared OMol25 structures with the same formula, charge and spin	46.2	kcal per mole
frontier orbital gap (spin up / spin down)	0.157 / 0.157	Ha

2.
C5H29N2O10 | ωB97M-V/def2-TZVPD

Each line ends with the Mulliken spin population.
Atoms and positions in Å:
C (-2.60, 1.92, -0.63)  -0.001
O (-2.74, 3.21, 0.05)  0.000
C (-1.98, 0.90, 0.30)  -0.003
C (-1.85, -0.47, -0.35)  0.064
C (-0.49, -0.78, -0.98)  -0.030
N (0.96, -3.31, -0.93)  0.411
C (0.05, -2.99, -1.86)  -0.010
N (-0.63, -1.89, -1.87)  0.503
H (-3.64, 1.69, -0.94)  0.000
H (-2.03, 2.34, -1.46)  0.000
H (-2.48, 1.06, 1.25)  0.002
H (-0.97, 1.26, 0.52)  -0.001
H (-1.82, -1.22, 0.45)  0.005
H (-2.64, -0.59, -1.08)  -0.003
H (0.33, -0.81, -0.27)  0.017
H (-0.20, 0.02, -1.68)  0.076
H (1.23, -2.41, -0.44)  -0.026
H (1.51, -4.11, -0.88)  -0.020
H (-0.19, -3.72, -2.62)  -0.003
H (3.04, 0.53, 0.60)  0.000
H (4.68, 0.48, 0.88)  0.000
O (3.96, -0.16, 0.88)  0.002
H (-2.45, 3.10, 0.96)  0.000
H (-0.34, 1.44, 3.34)  0.000
O (-0.67, 1.99, 2.61)  0.000
H (-4.16, 0.36, 0.61)  0.000
H (-4.54, -1.12, 0.34)  0.000
O (-4.63, -0.40, 0.97)  0.000
H (0.75, 0.23, -4.01)  -0.001
H (0.43, 1.64, -3.44)  0.000
O (0.40, 1.09, -4.26)  0.000
H (1.62, 1.51, 0.60)  0.000
H (0.03, 2.50, 2.22)  0.000
O (2.24, 1.20, -0.06)  -0.001
H (2.60, -1.09, 2.20)  0.000
H (1.51, -1.72, 1.37)  0.002
O (1.82, -1.67, 2.27)  0.000
H (1.09, 3.04, -2.05)  0.000
H (1.39, 1.75, -1.23)  0.000
O (0.71, 2.19, -1.84)  0.007
H (1.03, -0.57, 3.30)  0.000
H (-0.09, -1.21, 4.00)  0.000
O (0.32, -0.34, 3.94)  0.000
H (2.91, -0.97, -0.58)  0.000
H (3.63, -1.97, 0.22)  0.001
O (2.92, -1.93, -0.44)  0.006

2S+1	2
energy above the lowest of the compared OMol25 structures with the same formula, charge and spin	47.1	kcal per mole
frontier orbital gap (spin up / spin down)	0.339 / 0.179	Ha

3.
C3H10AlN2O5P2 | ωB97M-V/def2-TZVPD

Each line ends with the Löwdin charge.
Atoms and positions in Å:
N (1.68, 2.29, 2.39)  -0.439
P (0.23, 2.37, 1.70)  0.551
Al (-0.26, 0.47, 0.32)  0.116
C (-1.68, -0.61, 1.30)  -0.192
O (-2.94, -0.72, 0.55)  -0.183
N (-3.90, 0.05, 1.17)  -0.099
O (-4.56, 0.63, 0.39)  0.024
O (-0.55, 0.79, -1.39)  -0.187
C (0.40, 0.03, -2.11)  -0.289
C (0.89, -1.11, -1.21)  -0.537
P (2.38, -2.00, -1.77)  0.726
O (2.17, -3.22, -2.59)  -0.486
O (1.11, -0.65, 0.10)  -0.218
H (1.59, 2.32, 3.40)  -0.099
H (0.06, 3.59, 0.97)  -0.086
H (-0.82, 2.46, 2.65)  -0.075
H (-1.91, -0.09, 2.24)  0.039
H (-1.34, -1.61, 1.55)  0.058
H (1.23, 0.65, -2.48)  0.106
H (-0.09, -0.42, -2.98)  0.118
H (0.11, -1.90, -1.22)  0.123
H (3.18, -1.06, -2.45)  0.011
H (3.02, -2.28, -0.55)  0.016

total charge	-1
frontier orbital gap	0.286	Ha